<a>
This record from OMol25 describes 18 unconnected molecules or ions with the total composition H36O18. The level of theory is ωB97M-V with the def2-TZVPD basis set.

Bonds (Å) are listed after each position.
Cartesian coordinates (Å):
1 O -3.9290 -2.1188 -3.0852  H43 0.951, H54 1.015
2 O 1.9524 -2.9273 4.7957  H24 0.969, H33 0.944
3 O -0.5641 4.8650 -2.9700  H36 0.956, H41 0.952
4 O 1.7634 -2.3005 -0.7790  H39 0.959, H52 0.941
5 O -2.9839 -5.2312 1.3751  H29 0.996, H44 0.973
6 O -1.0529 -1.2201 1.3610  H34 0.940, H35 0.963
7 O -1.1507 2.0431 4.4133  H42 0.939, H51 0.961
8 O 0.5481 -4.1237 -3.2690  H25 0.950, H40 0.955
9 O 2.3534 -0.6506 1.5694  H19 0.961, H26 1.003
10 O 5.3934 1.6347 2.6177  H38 0.961, H45 1.000
11 O -2.6525 3.2073 -3.5987  H31 1.015, H32 0.961
12 O -2.7205 4.7441 0.0860  H23 0.985, H37 1.002
13 O 0.3953 -1.5563 3.3225  H28 0.953, H47 0.959
14 O -0.8839 2.8516 0.1956  H50 0.972, H53 0.953
15 O 0.9482 0.5499 -2.8479  H20 0.961, H46 0.956
16 O 4.0286 -4.3686 -0.0242  H48 0.949, H49 1.002
17 O -3.1584 0.1073 -1.8611  H27 0.966, H30 0.955
18 O 1.5513 3.7805 -0.4085  H21 1.083, H22 0.977
19 H 2.0159 -0.7150 2.4672  O9 0.961
20 H 1.4832 1.2005 -3.3100  O15 0.961
21 H 1.6804 4.8505 -0.2974  O18 1.083
22 H 0.7590 3.9871 -0.9413  O18 0.977
23 H -1.8323 4.5920 -0.3111  O12 0.985
24 H 1.8750 -3.8664 4.5674  O2 0.969
25 H 0.6482 -3.4985 -2.5607  O8 0.950
26 H 2.2358 0.3352 1.4241  O9 1.003
27 H -2.2316 0.3682 -1.9385  O17 0.966
28 H 0.9130 -2.3449 3.1871  O13 0.953
29 H -2.5075 -4.4628 1.7926  O5 0.996
30 H -3.0202 -0.8113 -2.0844  O17 0.955
31 H -2.9636 4.1647 -3.4696  O11 1.015
32 H -3.5711 2.9445 -3.7057  O11 0.961
33 H 1.5543 -2.8457 5.6473  O2 0.944
34 H -0.2449 -1.2805 0.8837  O6 0.940
35 H -1.9072 -1.2904 0.9218  O6 0.963
36 H -1.1498 4.1689 -3.2652  O3 0.956
37 H -3.2460 4.0785 -0.4478  O12 1.002
38 H 5.4495 0.7597 3.0118  O10 0.961
39 H 2.5288 -1.7243 -0.8162  O4 0.959
40 H -0.1453 -4.6751 -3.6269  O8 0.955
41 H 0.0939 5.0998 -3.6168  O3 0.952
42 H -1.2926 2.8512 4.8708  O7 0.939
43 H -4.1537 -1.2233 -3.3131  O1 0.951
44 H -3.1651 -4.8190 0.5126  O5 0.973
45 H 5.0432 1.5948 1.6819  O10 1.000
46 H 1.6994 0.1270 -2.4334  O15 0.956
47 H 0.2058 -1.4152 4.2523  O13 0.959
48 H 4.8096 -4.2001 -0.5370  O16 0.949
49 H 3.9228 -3.5371 0.5247  O16 1.002
50 H 0.0587 2.6673 0.0448  O14 0.972
51 H -0.6858 2.1733 3.5819  O7 0.961
52 H 1.3022 -1.9522 -0.0369  O4 0.941
53 H -1.3022 2.0240 -0.0249  O14 0.953
54 H -4.6983 -2.6116 -3.5281  O1 1.015

Summary:
Kohn-Sham gap: 10.4 eV
HOMO: -10.556 eV
net charge: 0

<b>
This record from OMol25 describes 18 unconnected molecules or ions with the total composition H36O18. The level of theory is ωB97M-V with the def2-TZVPD basis set.

Bonds (Å) are listed after each position.
Cartesian coordinates (Å):
1 O -2.7567 -0.7183 -1.0605  H27 1.048, H33 0.970
2 O -0.8639 2.5023 0.4598  H21 1.102, H23 1.008
3 O 0.7821 -2.7036 -3.9739  H29 0.948, H46 0.977
4 O 1.9224 -2.8924 -1.1064  H26 0.968, H50 0.921
5 O 3.0555 -2.3299 2.2733  H32 0.936, H53 1.018
6 O -0.5279 0.5110 2.1199  H40 0.984, H47 1.016
7 O -1.0586 0.5960 -3.5568  H19 1.015, H28 0.981
8 O -3.8061 -0.1022 -3.5048  H41 1.016, H42 1.017
9 O -2.2692 4.8738 2.7128  H25 0.954, H30 0.984
10 O 0.5484 -3.9863 4.3091  H44 1.000, H48 0.966
11 O 1.0765 1.1829 -0.7554  H31 0.959, H38 0.960
12 O -3.7369 -1.2397 3.0582  H45 0.964, H49 0.931
13 O 3.7167 0.1521 -0.4673  H24 0.950, H43 0.961
14 O 4.4902 0.0385 3.3806  H34 0.981, H54 1.013
15 O -1.4300 -3.4825 -2.4245  H37 0.995, H39 0.932
16 O -2.9585 1.4654 2.9719  H22 1.012, H52 0.981
17 O 1.5014 4.4196 0.4285  H20 0.925, H51 0.934
18 O 2.6342 2.4328 -5.2396  H35 1.019, H36 0.981
19 H -1.4871 0.8151 -2.6636  O7 1.015
20 H 2.2335 3.8579 0.4879  O17 0.925
21 H -0.1039 3.1590 0.9139  O2 1.102
22 H -2.4722 0.5782 2.9389  O16 1.012
23 H -1.5286 3.2550 0.3760  O2 1.008
24 H 4.0689 -0.3966 -1.1579  O13 0.950
25 H -1.4956 5.0651 3.2380  O9 0.954
26 H 1.7777 -3.7717 -0.7271  O4 0.968
27 H -3.0553 -1.7208 -1.1298  O1 1.048
28 H -1.7433 0.0078 -3.9404  O7 0.981
29 H 0.7171 -3.6110 -4.2415  O3 0.948
30 H -2.2995 3.8902 2.7271  O9 0.984
31 H 1.3567 1.8540 -0.1301  O11 0.959
32 H 2.4148 -2.7496 1.7360  O5 0.936
33 H -2.1811 -1.0180 -0.3396  O1 0.970
34 H 3.8922 -0.3052 4.0785  O14 0.981
35 H 1.7853 2.0530 -4.8242  O18 1.019
36 H 3.0062 1.5272 -5.1858  O18 0.981
37 H -1.7323 -4.3416 -2.0229  O15 0.995
38 H 0.2538 1.5416 -1.0972  O11 0.960
39 H -1.2305 -3.8805 -3.2430  O15 0.932
40 H -0.0102 0.7545 2.9203  O6 0.984
41 H -3.3392 -0.6654 -2.7992  O8 1.016
42 H -4.7729 -0.1811 -3.1988  O8 1.017
43 H 3.0811 -0.3882 0.0102  O13 0.961
44 H 0.6568 -3.0384 4.0082  O10 1.000
45 H -3.8538 -2.1283 3.4127  O12 0.964
46 H 1.2490 -2.6931 -3.1153  O3 0.977
47 H -0.8641 1.2914 1.5625  O6 1.016
48 H -0.3224 -4.2145 4.6587  O10 0.966
49 H -2.8654 -1.1262 2.7511  O12 0.931
50 H 1.1345 -2.4158 -1.0863  O4 0.921
51 H 1.3868 5.0306 -0.2679  O17 0.934
52 H -3.8366 1.0274 2.9601  O16 0.981
53 H 2.7902 -2.3163 3.2561  O5 1.018
54 H 4.6981 -0.7723 2.8107  O14 1.013

Summary:
Kohn-Sham gap: 9.8 eV
HOMO: -10.451 eV
net charge: 0

<c>
This record from OMol25 describes 18 unconnected molecules or ions with the total composition H36O18. The level of theory is ωB97M-V with the def2-TZVPD basis set.

Bonds (Å) are listed after each position.
Cartesian coordinates (Å):
1 O 3.5182 2.3414 1.2017  H22 1.007, H33 0.979
2 O -4.1103 1.3117 3.6358  H24 0.963, H41 0.993
3 O -5.3155 0.7641 -0.8327  H44 0.935, H54 0.892
4 O 0.6578 0.2163 -5.5215  H28 0.986, H39 1.021
5 O -2.0677 0.7113 0.7941  H19 1.028, H35 0.970
6 O 3.6644 2.3720 -3.6291  H20 1.004, H23 0.847
7 O 3.0157 -2.8849 2.8850  H29 1.007, H48 0.961
8 O 0.5246 -1.5466 -1.3892  H31 1.032, H37 1.006
9 O -2.7543 0.6482 -1.4285  H25 1.057, H30 0.968
10 O 0.9035 -3.8077 -2.1691  H21 1.005, H36 0.950
11 O 3.1191 -0.7728 0.5900  H51 1.128, H52 0.904
12 O -1.2874 3.5173 3.7648  H38 1.026, H42 1.021
13 O 0.5065 0.4824 0.3056  H26 0.936, H34 0.898
14 O -1.6138 3.1402 -2.4184  H43 0.869, H53 0.956
15 O 0.3442 -4.2722 3.7483  H32 0.980, H46 0.921
16 O 0.5405 -1.5970 2.5375  H27 0.941, H50 0.948
17 O -2.7385 -1.8297 0.1956  H40 0.951, H45 0.931
18 O 3.8708 -0.2566 -2.8413  H47 0.947, H49 0.800
19 H -1.9918 1.6226 0.3250  O5 1.028
20 H 3.7991 1.4760 -3.1977  O6 1.004
21 H 0.3129 -3.9249 -1.3648  O10 1.005
22 H 3.2459 2.0592 0.2747  O1 1.007
23 H 2.8478 2.5776 -3.7214  O6 0.847
24 H -4.3929 0.5702 3.0910  O2 0.963
25 H -2.1752 1.5329 -1.4116  O9 1.057
26 H -0.2884 0.0010 0.1978  O13 0.936
27 H -0.0528 -2.1044 3.0629  O16 0.941
28 H 0.0742 -0.5755 -5.5838  O4 0.986
29 H 3.4377 -2.8171 3.7971  O7 1.007
30 H -3.0589 0.6494 -2.3473  O9 0.968
31 H -0.3423 -1.2167 -0.9368  O8 1.032
32 H 0.9909 -3.7313 3.2477  O15 0.980
33 H 3.0580 3.2056 1.2007  O1 0.979
34 H 1.1930 -0.0448 0.0684  O13 0.898
35 H -2.0605 0.9423 1.7363  O5 0.970
36 H 1.4411 -3.1738 -1.7089  O10 0.950
37 H 0.8837 -0.6068 -1.3623  O8 1.006
38 H -1.6515 3.7574 4.6931  O12 1.026
39 H 0.0861 1.0619 -5.5382  O4 1.021
40 H -3.5523 -1.9183 -0.2893  O17 0.951
41 H -3.2079 1.0627 3.9687  O2 0.993
42 H -1.9282 2.7368 3.6164  O12 1.021
43 H -1.5360 3.8274 -1.8923  O14 0.869
44 H -4.4614 0.7185 -0.4549  O3 0.935
45 H -2.8441 -0.9195 0.3581  O17 0.931
46 H 0.5542 -5.1449 3.9546  O15 0.921
47 H 4.6361 -0.7589 -2.5991  O18 0.947
48 H 2.9652 -2.0924 2.3436  O7 0.961
49 H 3.0993 -0.4395 -2.7333  O18 0.800
50 H -0.0813 -0.9335 2.2699  O16 0.948
51 H 3.8415 -0.2749 -0.1183  O11 1.128
52 H 3.2757 -0.4728 1.4278  O11 0.904
53 H -1.1794 3.3026 -3.2549  O14 0.956
54 H -5.7152 1.5084 -0.5476  O3 0.892

Summary:
Kohn-Sham gap: 9.5 eV
HOMO: -10.080 eV
net charge: 0

<d>
This record from OMol25 describes 18 unconnected molecules or ions with the total composition H36O18. The level of theory is ωB97M-V with the def2-TZVPD basis set.

Bonds (Å) are listed after each position.
Cartesian coordinates (Å):
1 O -3.1048 1.9826 -0.3883  H28 0.970, H46 0.925
2 O -0.2189 -1.2009 -1.6761  H35 0.992, H48 0.946
3 O 0.3896 0.5037 4.3589  H24 0.959, H53 0.968
4 O 4.8268 1.0304 1.7567  H19 0.992, H40 0.921
5 O -4.1192 -3.4422 -0.4043  H30 0.899, H41 1.045
6 O -0.9458 4.7428 0.2182  H31 0.879, H52 0.925
7 O 4.9598 1.2288 -1.7071  H23 0.934, H44 1.017
8 O -2.3591 -0.4152 -2.4949  H32 0.988, H45 0.945
9 O 1.1108 -5.8301 0.3057  H34 1.021, H42 0.886
10 O -4.5810 -0.4316 -0.5978  H51 0.875, H54 0.931
11 O -1.4420 -3.7456 -0.4001  H21 0.974, H39 1.017
12 O -1.1521 -1.9602 2.1024  H33 0.924, H37 0.897
13 O 0.3657 3.7804 3.1546  H29 1.068, H36 0.950
14 O 1.9424 -2.5083 -3.6700  H20 0.856, H38 0.897
15 O -1.2858 -3.5838 -3.2114  H25 0.962, H47 0.993
16 O 0.7054 1.6146 -0.5604  H22 0.947, H49 0.948
17 O 2.1923 2.4051 1.8247  H27 0.960, H50 0.964
18 O 2.1582 5.0380 1.1128  H26 0.923, H43 0.900
19 H 4.0812 0.7567 2.3504  O4 0.992
20 H 1.8394 -2.1503 -4.4412  O14 0.856
21 H -0.7956 -4.4251 -0.6640  O11 0.974
22 H 0.8703 1.7765 -1.4788  O16 0.947
23 H 4.5402 1.0567 -0.8902  O7 0.934
24 H 0.5817 1.3692 3.9944  O3 0.959
25 H -1.9666 -3.7661 -3.8662  O15 0.962
26 H 1.5917 4.8188 1.8072  O18 0.923
27 H 2.6546 3.0728 1.3133  O17 0.960
28 H -3.4734 1.2300 0.0997  O1 0.970
29 H -0.0732 3.5379 2.2111  O13 1.068
30 H -3.4372 -3.1437 -0.9080  O5 0.899
31 H -0.7090 5.3715 0.7848  O6 0.879
32 H -2.0178 0.4993 -2.3443  O8 0.988
33 H -0.5702 -2.3966 1.5329  O12 0.924
34 H 0.8327 -5.1872 1.0490  O9 1.021
35 H -0.6226 -0.5529 -1.0434  O2 0.992
36 H -0.4729 3.7480 3.6003  O13 0.950
37 H -0.8613 -1.1259 2.2568  O12 0.897
38 H 1.3657 -2.3186 -3.0094  O14 0.897
39 H -1.4241 -3.6282 -1.4106  O11 1.017
40 H 5.5397 0.4502 1.8125  O4 0.921
41 H -3.7828 -4.1895 0.2438  O5 1.045
42 H 1.9695 -5.8688 0.5215  O9 0.886
43 H 2.7312 5.7217 1.2340  O18 0.900
44 H 5.0596 2.2281 -1.8655  O7 1.017
45 H -2.7523 -0.7558 -1.7054  O8 0.945
46 H -3.5795 2.3109 -1.1106  O1 0.925
47 H -1.0311 -2.8150 -3.7855  O15 0.993
48 H -0.0812 -2.0808 -1.3586  O2 0.946
49 H 1.3757 1.0051 -0.2810  O16 0.948
50 H 2.3907 2.6622 2.7322  O17 0.964
51 H -5.4007 -0.2849 -0.8663  O10 0.875
52 H -0.6365 4.9902 -0.6182  O6 0.925
53 H 1.2422 0.1720 4.6742  O3 0.968
54 H -4.4204 -1.2970 -0.2945  O10 0.931

Summary:
Kohn-Sham gap: 9.9 eV
HOMO: -9.815 eV
net charge: 0

Top of the stability list: <b>, leading by 0.147 eV.